[1]
42
Properties=species:S:1:pos:R:3:forces:R:3:nbo_charge:R:1 method="wB97M-V/def2-TZVPD" homo_ha=-0.314 lumo_ev=0.66 e_above_lowest_ev=2.036 total_charge=0 orbital_gap_ha=0.3378 fmax_ev_per_a=1.0 smiles=CC(C)(C)c1ccc(OC[C@@H](O)CSc2ncn[nH]2)cc1
C -2.5868 6.0124 -1.7008 0.2 -0.1 -0.1 -0.594
C -1.3021 5.3394 -2.2036 0.0 0.2 -0.1 -0.075
C -1.4066 5.0818 -3.7135 0.0 0.1 0.2 -0.594
C -0.1348 6.3004 -1.9631 -0.2 -0.2 0.0 -0.604
C -1.1227 4.0101 -1.4875 0.2 0.1 0.1 -0.052
C -0.0125 3.7082 -0.7138 -0.2 0.1 -0.1 -0.205
C 0.1287 2.4828 -0.0799 0.1 -0.4 0.2 -0.258
C -0.8555 1.5163 -0.2103 -0.1 0.1 -0.1 0.291
O -0.8201 0.2726 0.3602 -0.1 0.1 -0.1 -0.521
C 0.3255 -0.0984 1.0977 0.3 -0.3 0.4 -0.088
C 0.1283 -1.5593 1.5304 0.3 0.4 -0.5 0.060
O -0.9716 -1.6862 2.3855 -0.5 0.0 0.2 -0.705
C -0.0064 -2.4369 0.2831 0.2 -0.3 0.4 -0.539
S -0.1079 -4.2005 0.7105 -0.5 0.1 -0.2 0.283
C 1.5528 -4.4666 1.1106 0.2 -0.1 0.0 0.178
N 2.5384 -3.5947 1.0266 -0.5 0.3 -0.2 -0.538
C 3.6131 -4.3019 1.4346 -0.2 -0.4 0.1 0.138
N 3.3534 -5.5417 1.7609 0.8 -0.5 0.3 -0.284
N 2.0299 -5.6506 1.5550 -0.3 0.6 -0.2 -0.365
C -1.9812 1.8049 -0.9789 0.1 -0.1 0.1 -0.271
C -2.1053 3.0272 -1.6013 0.0 -0.1 0.1 -0.134
H -2.5299 6.1755 -0.6266 0.0 0.0 0.1 0.212
H -2.7213 6.9749 -2.1898 0.0 0.1 -0.1 0.206
H -3.4613 5.4016 -1.9065 -0.1 -0.1 0.0 0.205
H -2.2621 4.4554 -3.9500 -0.1 -0.1 -0.1 0.205
H -1.5152 6.0232 -4.2479 0.0 0.1 -0.1 0.206
H -0.5091 4.5824 -4.0723 0.1 -0.1 -0.1 0.211
H -0.0301 6.5318 -0.9057 0.1 0.0 0.1 0.209
H -0.3175 7.2323 -2.4941 0.0 0.1 0.0 0.212
H 0.7989 5.8820 -2.3317 0.1 0.0 0.0 0.209
H 0.7794 4.4275 -0.5846 0.1 0.1 0.0 0.213
H 1.0128 2.3017 0.5112 0.1 0.0 0.1 0.213
H 0.4263 0.5296 1.9927 0.0 0.0 -0.1 0.189
H 1.2332 -0.0108 0.4887 -0.1 0.0 0.0 0.184
H 1.0039 -1.8786 2.1045 -0.1 0.1 -0.2 0.210
H -1.7339 -1.2848 1.9479 0.0 0.0 0.1 0.470
H -0.9281 -2.2055 -0.2496 0.0 0.0 0.0 0.238
H 0.8541 -2.3133 -0.3710 -0.1 0.1 -0.1 0.249
H 4.5939 -3.8774 1.4847 0.3 0.0 0.1 0.200
H 1.5383 -6.5124 1.7259 0.1 0.1 0.0 0.419
H -2.7485 1.0526 -1.0773 -0.1 -0.1 0.0 0.219
H -2.9909 3.2116 -2.1901 -0.1 0.0 -0.1 0.200

---

[2]
96
Properties=species:S:1:pos:R:3:forces:R:3:lowdin_charge:R:1 method="wB97M-V/def2-TZVPD" homo_ha=-0.339 lumo_ev=0.18 e_above_lowest_ev=6.221 total_charge=0 orbital_gap_ha=0.3455 fmax_ev_per_a=11.9 smiles="N#CO[C@]1(CCCCO)OS(=O)(=O)CC[C@H]1Cl.C1CCOC1.C1CCOC1.C1CCOC1.C1CCOC1.C1CCOC1"
N -0.1523 -6.5398 1.1706 2.1 11.6 1.7 0.152
C 0.0725 -5.2644 1.3427 -1.6 -6.6 -1.4 -0.140
O 0.2388 -3.8152 1.4817 0.0 -3.9 -1.9 -0.059
C 0.4104 -3.1419 0.1552 -1.4 0.7 -2.2 -0.397
C -0.8642 -3.4520 -0.8759 0.6 -1.5 -0.4 -0.113
C -2.3332 -3.4539 -0.1814 -0.7 0.3 -0.9 -0.186
C -2.6952 -2.2102 0.8049 -1.1 -1.1 1.0 -0.174
C -4.1870 -2.5654 1.4734 1.4 -0.8 0.7 -0.247
O -5.2096 -2.7517 0.4300 -0.8 0.6 2.5 -0.144
O 1.5912 -3.6835 -0.5981 0.1 1.1 3.3 -0.210
S 2.9987 -3.6986 0.3477 7.6 -4.0 -1.4 0.822
O 4.2059 -3.5341 -0.6562 -5.2 0.4 3.1 -0.379
O 3.2730 -5.0100 1.1217 -2.6 4.5 -2.0 -0.352
C 3.0664 -2.2107 1.4982 -1.1 1.6 0.2 -0.189
C 2.1403 -1.0530 0.7427 0.6 0.2 0.5 -0.220
C 0.5976 -1.5482 0.5124 0.6 -0.1 2.2 -0.527
Cl -0.1848 -0.3595 -0.6664 0.7 -1.2 0.9 0.617
H -0.7880 -2.8212 -1.8873 0.0 -1.1 2.7 0.133
H -0.6699 -4.5733 -1.2429 -0.4 2.4 0.8 0.122
H -3.1350 -3.4329 -1.0657 1.8 -0.1 1.9 0.138
H -2.5070 -4.4883 0.3637 0.5 2.2 -0.9 0.125
H -1.9422 -2.2652 1.7226 -1.6 0.5 -1.9 0.110
H -2.7304 -1.1515 0.3085 0.2 -2.2 0.9 0.101
H -4.0379 -3.6075 2.0237 -0.3 2.0 -1.0 0.123
H -4.4896 -1.7906 2.3003 0.5 -1.2 -1.9 0.113
H -6.0892 -2.7658 0.9450 2.0 0.0 -1.4 0.115
H 4.1945 -1.8556 1.6062 -2.4 -1.1 -0.7 0.137
H 2.6711 -2.4308 2.5823 0.6 0.0 -2.4 0.129
H 2.0950 -0.1223 1.4829 0.2 -2.0 -1.9 0.127
H 2.6871 -0.7308 -0.2672 -1.4 -0.8 2.3 0.142
H 0.0449 -1.3862 1.5589 1.1 -0.4 -2.5 0.133
C -7.6246 1.4358 1.9575 -0.5 -0.3 0.0 -0.183
C -6.7770 2.0992 3.0120 0.1 0.6 0.3 -0.176
C -5.4985 1.2926 2.9445 0.4 -0.2 0.1 -0.202
O -5.3631 0.8399 1.5903 -0.3 0.1 0.1 -0.152
C -6.5988 1.0815 0.9033 0.3 0.0 -0.4 -0.204
H -8.4272 2.0713 1.5747 0.1 -0.1 0.0 0.116
H -8.0743 0.5219 2.3635 0.0 0.1 -0.1 0.116
H -6.5780 3.1392 2.7276 0.0 -0.1 0.1 0.120
H -7.2306 2.0974 4.0064 0.1 0.0 -0.1 0.117
H -5.5518 0.4085 3.5886 0.0 0.0 0.1 0.113
H -4.6184 1.8775 3.2269 -0.1 -0.1 -0.1 0.099
H -6.4382 1.9147 0.2104 -0.1 0.0 -0.1 0.118
H -6.8788 0.1963 0.3256 0.2 0.0 0.0 0.115
C 1.1065 -8.0348 -3.4548 0.1 -0.5 0.4 -0.178
C 0.5188 -7.7755 -4.8180 0.2 0.1 -0.6 -0.185
C -0.7580 -7.0383 -4.4776 -0.4 0.1 0.1 -0.207
O -0.5105 -6.3163 -3.2632 0.1 -0.2 -0.2 -0.154
C 0.7256 -6.7790 -2.7018 0.2 0.4 0.3 -0.210
H 2.1846 -8.2136 -3.4677 -0.1 0.0 0.0 0.118
H 0.6193 -8.9055 -3.0001 0.1 0.1 0.0 0.119
H 1.1864 -7.1215 -5.3912 -0.1 -0.1 0.0 0.117
H 0.3449 -8.6829 -5.4019 0.0 0.1 0.1 0.114
H -1.5816 -7.7354 -4.2900 0.0 0.0 -0.1 0.117
H -1.0625 -6.3420 -5.2643 0.0 0.0 0.2 0.117
H 1.4724 -5.9901 -2.8430 0.1 -0.1 0.1 0.120
H 0.6011 -6.9538 -1.6296 -0.1 0.1 -0.1 0.104
C 3.9080 3.9837 0.0312 -0.2 0.6 0.0 -0.169
C 5.0123 3.1372 0.6098 0.6 -0.2 -0.1 -0.171
C 4.2381 2.0892 1.3792 -0.2 -0.2 0.3 -0.204
O 2.9940 1.9018 0.6905 0.2 0.3 0.0 -0.182
C 2.8454 2.9513 -0.2757 -0.2 -0.2 -0.3 -0.195
H 4.2098 4.5590 -0.8477 -0.1 0.0 0.2 0.090
H 3.5405 4.6840 0.7906 0.0 0.0 -0.1 0.123
H 5.5792 2.6631 -0.2001 0.0 0.0 0.1 0.119
H 5.7125 3.6957 1.2360 -0.1 -0.1 -0.1 0.118
H 4.0099 2.4295 2.3948 0.1 0.0 0.0 0.119
H 4.7713 1.1362 1.4421 -0.1 0.0 0.0 0.114
H 2.9927 2.5138 -1.2692 0.0 0.1 0.0 0.113
H 1.8332 3.3617 -0.2217 0.0 -0.2 0.0 0.121
C -0.9913 4.3298 3.2346 0.3 0.3 -0.5 -0.181
C -0.9821 4.3889 4.7403 0.3 -0.2 0.5 -0.183
C -2.4340 4.6762 5.0550 -0.4 0.2 0.1 -0.205
O -3.2129 4.0745 4.0117 0.3 0.0 0.0 -0.151
C -2.3298 3.6836 2.9513 -0.3 -0.3 -0.1 -0.213
H -0.1512 3.7734 2.8113 -0.1 0.0 0.0 0.113
H -0.9724 5.3460 2.8231 0.0 -0.1 0.0 0.118
H -0.6977 3.4117 5.1479 0.0 0.1 0.0 0.117
H -0.3006 5.1405 5.1468 -0.1 -0.1 0.0 0.116
H -2.6374 5.7522 5.0456 0.0 0.0 0.1 0.118
H -2.7409 4.2715 6.0237 -0.1 0.0 -0.1 0.118
H -2.2535 2.5909 2.9659 0.1 0.0 -0.1 0.114
H -2.7494 3.9913 1.9896 -0.1 -0.1 0.1 0.122
C 4.5106 4.7473 -4.9663 -0.5 -0.2 -0.4 -0.178
C 5.6992 5.6608 -4.8131 0.6 0.0 -0.1 -0.181
C 5.2683 6.5522 -3.6689 -0.1 0.4 0.2 -0.200
O 4.4052 5.7688 -2.8332 0.1 -0.1 -0.3 -0.158
C 4.0661 4.5629 -3.5319 -0.1 -0.2 0.3 -0.217
H 4.7433 3.8031 -5.4652 -0.1 0.1 0.1 0.118
H 3.7246 5.2538 -5.5390 0.1 -0.1 0.1 0.119
H 6.5801 5.0772 -4.5208 -0.1 0.1 -0.1 0.118
H 5.9446 6.2192 -5.7200 0.0 0.0 0.1 0.117
H 4.6940 7.4122 -4.0295 0.1 0.0 0.0 0.119
H 6.1151 6.9195 -3.0819 -0.2 0.0 0.0 0.119
H 4.6038 3.7372 -3.0532 0.0 -0.1 -0.1 0.113
H 2.9921 4.3764 -3.4458 0.1 0.1 0.1 0.122

---

[3]
10
Properties=species:S:1:pos:R:3:forces:R:3:nbo_charge:R:1 method="wB97M-V/def2-TZVPD" homo_ha=-0.354 lumo_ev=0.29 e_above_lowest_ev=2.188 total_charge=0 orbital_gap_ha=0.3644 fmax_ev_per_a=2.7 smiles="N/N=C/C(=O)S"
N 0.8279 0.9353 -1.5307 -2.5 -0.1 -1.0 -0.596
N 0.4815 0.5505 -0.3067 0.8 -0.8 0.6 -0.176
C -0.5388 -0.1794 -0.1402 -0.3 0.7 -0.1 -0.103
C -0.8767 -0.8026 1.1544 -0.1 0.3 -0.8 0.346
O -1.8108 -1.5592 1.1787 -0.4 -0.4 0.4 -0.539
S 0.1168 -0.5090 2.5499 0.7 0.5 0.5 0.011
H 1.7861 1.0289 -1.6467 1.8 0.3 -0.2 0.375
H 0.3312 0.4711 -2.3095 0.5 0.4 0.5 0.346
H -1.2496 -0.3709 -0.9371 -0.1 -0.4 -0.2 0.175
H 0.9324 0.4353 1.9880 -0.5 -0.5 0.1 0.161

---

[4]
98
Properties=species:S:1:pos:R:3:forces:R:3:lowdin_charge:R:1 method="wB97M-V/def2-TZVPD" homo_ha=-0.384 lumo_ev=0.42 total_charge=0 orbital_gap_ha=0.3992 fmax_ev_per_a=5.0 smiles="O=C1CCCO1.O=C1CCCO1.O=C1OCCO1.O=C1OCCO1.O=C1OCCO1.O=C1OCCO1.O=C1OCCO1.CC#N.CC#N.CC#N.CC#N"
O -13.4590 3.7150 17.6762 -0.4 0.3 -0.1 0.109
C -12.7497 4.6885 17.7252 0.5 -1.3 0.5 -0.504
C -11.5113 4.8367 18.5290 1.1 -0.2 1.5 -0.078
C -10.6658 5.7897 17.6859 -0.1 1.1 1.3 -0.122
C -11.8070 6.6679 17.1337 0.5 0.4 0.4 -0.118
O -12.8931 5.7452 16.9538 -0.8 0.7 -1.3 0.030
H -11.6817 5.2737 19.5374 -0.4 0.2 -0.7 0.145
H -11.0979 3.8672 18.8127 0.1 0.0 -0.6 0.120
H -9.9382 6.3584 18.3022 -0.5 -0.2 -0.4 0.131
H -10.0688 5.2998 16.9513 0.1 -0.5 -0.8 0.097
H -12.1561 7.3892 17.8864 0.3 -0.1 -0.1 0.129
H -11.6176 7.2309 16.2104 -0.1 -0.6 0.1 0.133
O -15.7035 0.2100 17.7570 0.8 1.4 1.5 0.082
C -15.4103 1.0275 18.6305 -0.9 -1.0 -2.1 -0.448
C -14.5053 0.8739 19.7959 0.2 -0.7 0.8 -0.067
C -15.0461 1.8956 20.7896 1.6 1.1 -0.2 -0.130
C -15.6710 2.9248 19.8648 -1.3 0.3 0.0 -0.147
O -15.9440 2.2655 18.6212 -0.1 -0.7 -0.1 0.016
H -14.5579 -0.1592 20.1634 0.2 0.3 -0.2 0.137
H -13.4784 1.0880 19.4716 -0.3 0.0 0.0 0.105
H -15.6673 1.4920 21.5330 -1.4 -0.7 0.6 0.094
H -14.2711 2.3992 21.3842 0.1 -0.2 -0.3 0.121
H -16.6419 3.3555 20.1593 0.4 -0.2 0.3 0.134
H -15.0033 3.7300 19.6519 0.6 0.5 -0.1 0.096
O -6.3409 -0.4492 17.6411 0.7 0.2 0.3 0.146
C -7.3885 -0.9967 17.6528 -0.7 -2.0 -0.3 -0.601
O -7.5775 -2.3598 17.7265 0.4 1.2 -0.2 0.049
C -8.9946 -2.6381 17.6858 1.4 -1.6 0.4 -0.117
C -9.5954 -1.3555 17.3024 -1.0 1.5 -2.0 -0.125
O -8.5683 -0.3887 17.5661 -0.5 0.7 0.7 0.027
H -9.1391 -3.4378 16.9645 -0.2 0.1 -0.1 0.094
H -9.2286 -3.0112 18.6738 -0.5 0.1 0.3 0.131
H -10.5526 -1.1107 17.7855 0.6 0.1 0.1 0.134
H -9.7095 -1.2402 16.1909 -0.3 -0.7 0.9 0.114
O -16.3939 -0.0701 11.5758 0.0 0.3 -0.3 0.166
C -16.1561 0.0679 12.7283 0.3 -0.7 0.6 -0.551
O -14.9286 -0.2562 13.2777 -0.4 0.3 -1.4 -0.006
C -14.9318 0.0598 14.6316 0.7 1.0 1.8 -0.159
C -16.3949 0.1137 14.9876 0.0 0.4 -1.6 -0.084
O -17.0047 0.4348 13.6979 0.4 0.0 -0.2 0.076
H -14.3849 -0.6997 15.1772 0.0 -0.1 0.1 0.124
H -14.4336 1.0450 14.8734 -0.4 -0.9 -0.6 0.126
H -16.6254 0.8935 15.6442 -0.4 0.9 1.0 0.091
H -16.8363 -0.7953 15.2950 -0.3 -1.1 0.5 0.125
O -11.7799 1.0690 18.2205 -0.6 0.1 -1.5 0.121
C -11.4716 1.3192 17.0793 1.2 -0.8 0.9 -0.559
O -11.8872 0.7482 15.9309 0.0 0.6 0.3 0.054
C -10.9908 1.1769 14.8357 -1.6 -2.3 -0.6 -0.078
C -9.9977 2.0280 15.5115 0.0 2.7 -1.0 -0.151
O -10.4149 2.1187 16.8368 0.0 0.1 1.1 0.052
H -10.5802 0.2341 14.4436 -0.1 0.4 0.0 0.123
H -11.6000 1.6647 14.0577 0.2 -0.1 0.5 0.111
H -10.1183 3.0412 15.0977 0.4 -0.1 0.0 0.140
H -8.9642 1.7560 15.4094 0.4 -0.6 0.3 0.114
O -6.9783 5.5693 17.2244 -0.5 1.1 -0.5 0.160
C -6.8573 4.4538 17.5794 -0.2 -0.8 1.2 -0.572
O -5.8314 3.6644 17.2464 -0.4 -0.1 1.1 0.082
C -6.0844 2.3801 17.8440 0.8 -0.7 -0.4 -0.113
C -7.2730 2.5257 18.7795 1.3 0.9 0.7 -0.110
O -7.7278 3.8297 18.4656 -0.1 1.0 -1.4 0.028
H -6.3029 1.7594 17.0064 -0.4 -0.7 -0.4 0.098
H -5.2047 1.9455 18.3093 0.2 0.4 0.1 0.133
H -7.0327 2.5904 19.8588 0.1 -0.6 -0.6 0.143
H -7.9755 1.7551 18.5581 -0.9 -0.3 0.1 0.098
O -9.6302 -1.6648 11.0053 -2.2 0.5 -0.2 0.101
C -10.7954 -1.4555 10.6942 2.5 -0.8 -0.4 -0.506
O -11.3312 -1.9326 9.5242 2.7 0.0 0.9 0.105
C -12.6324 -1.5771 9.5128 -4.2 -0.4 -2.6 -0.225
C -12.8047 -0.5631 10.5274 -1.4 2.2 2.5 -0.128
O -11.6820 -0.7224 11.3656 1.6 -1.0 0.8 0.068
H -13.0430 -1.1321 8.5878 1.0 -0.2 -0.3 0.150
H -13.2996 -2.4246 9.6307 0.2 -0.4 0.5 0.101
H -13.7030 -0.6809 11.1736 0.5 0.3 -0.8 0.130
H -12.6671 0.4757 10.2079 -0.8 -0.1 -0.5 0.147
C -7.7605 0.5789 12.6275 -0.1 -0.1 -0.6 -0.041
C -7.6792 -0.3060 13.7638 -0.3 -1.7 3.1 -0.209
N -7.7075 -0.9433 14.7498 0.2 1.6 -2.7 0.215
H -8.5000 0.1879 11.9235 0.2 -0.1 0.0 0.068
H -6.7893 0.6900 12.1505 0.0 0.0 -0.1 0.094
H -8.1053 1.5438 12.9625 0.0 0.4 0.2 0.078
C -13.8553 -3.2655 13.5888 0.4 -0.1 -1.1 -0.037
C -13.6927 -3.8016 12.2112 -0.1 -1.4 -2.2 -0.226
N -13.6226 -4.3041 11.1489 -0.1 1.6 3.0 0.134
H -14.2627 -2.2509 13.5215 0.2 -0.4 0.2 0.051
H -12.8923 -3.3169 14.0864 0.2 0.3 0.0 0.072
H -14.5004 -3.9314 14.1311 -0.5 -0.2 0.2 0.080
C -15.2728 3.9982 15.2241 -1.8 -0.2 0.1 -0.071
C -14.1755 3.7534 14.3260 1.2 -0.1 -0.4 -0.285
N -13.2913 3.5980 13.5991 -0.6 -0.1 0.5 0.145
H -15.1465 4.9356 15.7896 0.0 -0.4 -0.4 0.084
H -15.4463 3.1819 15.9550 0.5 0.4 -0.4 0.073
H -16.1981 4.0212 14.5876 0.7 0.3 0.6 0.106
C -7.7507 -3.8794 13.2656 -0.5 -1.1 0.1 -0.062
C -8.9550 -4.1143 14.0998 0.5 0.8 0.4 -0.250
N -9.8770 -4.2329 14.7802 0.3 -0.1 -0.4 0.126
H -7.3526 -4.8760 13.0571 0.2 0.1 0.0 0.080
H -6.9592 -3.2532 13.6933 -0.6 -0.1 0.2 0.069
H -8.0999 -3.4822 12.3255 0.0 0.4 -0.3 0.059

---

Please write out number 1 again, unchanged.
42
Properties=species:S:1:pos:R:3:forces:R:3:nbo_charge:R:1 method="wB97M-V/def2-TZVPD" homo_ha=-0.314 lumo_ev=0.66 e_above_lowest_ev=2.036 total_charge=0 orbital_gap_ha=0.3378 fmax_ev_per_a=1.0 smiles=CC(C)(C)c1ccc(OC[C@@H](O)CSc2ncn[nH]2)cc1
C -2.5868 6.0124 -1.7008 0.2 -0.1 -0.1 -0.594
C -1.3021 5.3394 -2.2036 0.0 0.2 -0.1 -0.075
C -1.4066 5.0818 -3.7135 0.0 0.1 0.2 -0.594
C -0.1348 6.3004 -1.9631 -0.2 -0.2 0.0 -0.604
C -1.1227 4.0101 -1.4875 0.2 0.1 0.1 -0.052
C -0.0125 3.7082 -0.7138 -0.2 0.1 -0.1 -0.205
C 0.1287 2.4828 -0.0799 0.1 -0.4 0.2 -0.258
C -0.8555 1.5163 -0.2103 -0.1 0.1 -0.1 0.291
O -0.8201 0.2726 0.3602 -0.1 0.1 -0.1 -0.521
C 0.3255 -0.0984 1.0977 0.3 -0.3 0.4 -0.088
C 0.1283 -1.5593 1.5304 0.3 0.4 -0.5 0.060
O -0.9716 -1.6862 2.3855 -0.5 0.0 0.2 -0.705
C -0.0064 -2.4369 0.2831 0.2 -0.3 0.4 -0.539
S -0.1079 -4.2005 0.7105 -0.5 0.1 -0.2 0.283
C 1.5528 -4.4666 1.1106 0.2 -0.1 0.0 0.178
N 2.5384 -3.5947 1.0266 -0.5 0.3 -0.2 -0.538
C 3.6131 -4.3019 1.4346 -0.2 -0.4 0.1 0.138
N 3.3534 -5.5417 1.7609 0.8 -0.5 0.3 -0.284
N 2.0299 -5.6506 1.5550 -0.3 0.6 -0.2 -0.365
C -1.9812 1.8049 -0.9789 0.1 -0.1 0.1 -0.271
C -2.1053 3.0272 -1.6013 0.0 -0.1 0.1 -0.134
H -2.5299 6.1755 -0.6266 0.0 0.0 0.1 0.212
H -2.7213 6.9749 -2.1898 0.0 0.1 -0.1 0.206
H -3.4613 5.4016 -1.9065 -0.1 -0.1 0.0 0.205
H -2.2621 4.4554 -3.9500 -0.1 -0.1 -0.1 0.205
H -1.5152 6.0232 -4.2479 0.0 0.1 -0.1 0.206
H -0.5091 4.5824 -4.0723 0.1 -0.1 -0.1 0.211
H -0.0301 6.5318 -0.9057 0.1 0.0 0.1 0.209
H -0.3175 7.2323 -2.4941 0.0 0.1 0.0 0.212
H 0.7989 5.8820 -2.3317 0.1 0.0 0.0 0.209
H 0.7794 4.4275 -0.5846 0.1 0.1 0.0 0.213
H 1.0128 2.3017 0.5112 0.1 0.0 0.1 0.213
H 0.4263 0.5296 1.9927 0.0 0.0 -0.1 0.189
H 1.2332 -0.0108 0.4887 -0.1 0.0 0.0 0.184
H 1.0039 -1.8786 2.1045 -0.1 0.1 -0.2 0.210
H -1.7339 -1.2848 1.9479 0.0 0.0 0.1 0.470
H -0.9281 -2.2055 -0.2496 0.0 0.0 0.0 0.238
H 0.8541 -2.3133 -0.3710 -0.1 0.1 -0.1 0.249
H 4.5939 -3.8774 1.4847 0.3 0.0 0.1 0.200
H 1.5383 -6.5124 1.7259 0.1 0.1 0.0 0.419
H -2.7485 1.0526 -1.0773 -0.1 -0.1 0.0 0.219
H -2.9909 3.2116 -2.1901 -0.1 0.0 -0.1 0.200